ORCA calculation (ωB97M-V/def2-TZVPD) on C20H22N13ReS as an isolated structure in a non-equilibrium geometry.

Its total energy is -1963.336557 Eh. The largest force on an atom comes out at 3.01 eV Å⁻¹. The value obtained for the energy above the lowest of the compared OMol25 structures with the same formula, charge and spin is 10.5 kcal/mol. The LUMO energy (alpha / beta) is -6.0 / -5.5 eV. The charge is +1. The multiplicity is 2. The expectation value of S² is 0.761.

Positions of all 57 atoms, in Å:
Re: 0.692 0.175 0.990
S: 2.941 -0.213 -0.046
N: 0.860 -1.444 2.197
N: 1.147 1.576 2.342
N: -0.954 2.124 3.408
N: 1.164 3.021 3.986
N: -3.024 1.235 2.629
N: 2.401 2.843 3.508
N: -3.326 0.368 1.663
N: 2.417 2.003 2.542
N: -1.196 0.526 1.646
N: 0.239 1.254 -0.775
N: -0.861 1.386 -2.671
N: -2.271 -0.064 1.067
N: -5.595 0.236 -7.396
C: 0.387 2.249 3.263
C: 0.341 -2.583 1.591
C: 3.036 -1.946 -0.565
C: 0.930 -3.082 3.696
C: -3.803 0.673 -5.592
C: -0.210 -2.525 0.200
C: -2.985 0.374 -3.350
C: -1.732 1.696 -4.925
C: 0.376 -3.606 2.493
C: -0.856 0.873 -1.434
C: -1.872 1.152 -3.655
C: 0.975 2.036 -1.645
C: -2.692 1.457 -5.890
C: -3.945 0.136 -4.314
C: 1.230 -1.755 3.491
C: 1.831 -0.779 4.446
C: 0.300 2.125 -2.814
C: 4.165 -0.238 1.283
C: -1.710 1.334 2.608
C: -4.797 0.429 -6.593
H: 2.256 -1.307 5.296
H: 2.609 -0.178 3.973
H: 0.288 -1.741 -0.416
H: 2.660 -2.604 0.217
H: -1.277 -2.303 0.220
H: 4.098 0.721 1.788
H: 0.565 2.664 -3.705
H: -0.065 -3.473 -0.314
H: -2.585 1.879 -6.879
H: 4.080 -2.163 -0.776
H: -1.417 2.685 4.109
H: -4.810 -0.466 -4.076
H: 2.456 -2.066 -1.478
H: 3.934 -1.052 1.967
H: 1.093 -3.607 4.623
H: -1.656 0.292 -1.000
H: -0.882 2.313 -5.179
H: 1.911 2.484 -1.357
H: -3.140 -0.047 -2.367
H: 0.055 -4.617 2.296
H: 1.075 -0.091 4.837
H: 5.148 -0.368 0.835